A 5-piece molecular cluster, H11O5 overall, computed with the ωB97M-V functional and the def2-TZVPD basis.

The geometry in ORCA input format:
```
! RIJCOSX wB97M-V def2-TZVPD def2/J DEFGRID3
* xyz 1 1
O 15.951 -3.070 -23.431
H 15.096 -3.500 -23.359
H 16.489 -3.296 -22.669
H 16.358 -3.538 -24.164
O 18.573 -2.649 -24.268
H 18.880 -1.951 -24.846
H 19.012 -3.437 -24.589
O 16.829 -5.142 -24.936
H 17.766 -5.219 -25.114
H 16.418 -5.762 -25.539
O 13.701 -4.159 -23.299
H 13.378 -4.808 -23.924
H 13.185 -4.310 -22.508
O 17.387 -3.619 -21.448
H 17.128 -4.357 -20.896
H 18.179 -3.276 -21.033
*
```

Results
Orbital gap: 0.452 Ha
HOMO level: -0.5688 Eh



One molecule with the formula C7H13NO2, computed with the ωB97M-V functional and the def2-TZVPD basis.

The geometry in ORCA input format:
```
! RIJCOSX wB97M-V def2-TZVPD def2/J DEFGRID3
* xyz 0 1
C 2.878 -0.378 -0.091
C 1.739 -0.279 -0.750
C 0.418 0.470 -0.116
C 0.226 1.800 -0.824
O 0.574 0.710 1.254
C -0.652 -0.550 -0.433
C -0.551 -1.869 0.324
C -2.137 0.126 -0.095
N -2.328 0.488 1.196
O -2.983 0.265 -0.952
H 3.780 -0.741 -0.561
H 2.999 0.011 0.910
H 1.665 -0.563 -1.792
H 1.178 2.298 -0.989
H -0.233 1.712 -1.805
H -0.410 2.464 -0.245
H 0.872 -0.103 1.679
H -0.696 -0.723 -1.508
H 0.360 -2.399 0.048
H -1.414 -2.489 0.094
H -0.544 -1.719 1.404
H -1.520 0.590 1.792
H -3.221 0.880 1.458
*
```

Results
Orbital gap: 0.365 Ha
HOMO level: -0.3383 Eh
SMILES string: C=C[C@](C)(O)[C@@H](C)C(N)=O



A 10-piece molecular cluster, C6H31NO10 overall, computed with the ωB97M-V functional and the def2-TZVPD basis.

The geometry in ORCA input format:
```
! RIJCOSX wB97M-V def2-TZVPD def2/J DEFGRID3
* xyz 0 1
C -0.272 2.336 1.666
C -0.618 1.791 0.286
C -0.137 0.354 0.277
N 0.324 0.105 -1.135
C 1.120 -1.026 -1.342
C 0.776 -1.689 -2.655
C 2.203 -1.518 -0.714
O 2.532 -1.209 0.598
H 0.819 2.449 1.675
H -0.598 1.546 2.376
H -0.683 3.344 1.869
H -1.693 1.782 0.039
H -0.008 2.285 -0.510
H 0.707 0.129 0.893
H -0.941 -0.344 0.523
H -0.287 0.316 -1.905
H -0.074 -2.342 -2.414
H 1.602 -2.248 -3.190
H 0.537 -1.177 -3.585
H 2.938 -2.221 -1.066
H 2.281 -0.328 0.884
O 2.013 0.867 3.230
H 2.112 -0.090 3.426
H 2.390 1.254 4.032
O 2.442 3.172 -0.533
H 2.451 3.787 -1.277
H 2.031 3.593 0.227
O -0.915 -0.608 4.197
H -0.546 -1.434 3.855
H -0.462 0.150 3.817
O 0.670 -2.823 2.341
H 1.196 -2.620 1.551
H 0.725 -3.734 2.634
O -2.552 1.506 -3.857
H -1.841 1.677 -4.478
H -2.166 1.520 -2.979
O -2.242 -1.234 -2.684
H -2.759 -0.621 -3.226
H -2.508 -1.293 -1.765
O 0.008 2.205 -3.072
H 0.248 2.606 -2.231
H 0.726 1.580 -3.249
O -2.709 0.136 1.748
H -2.972 -0.250 2.589
H -3.258 -0.012 0.982
O -1.473 -2.918 0.716
H -1.421 -2.245 0.036
H -0.908 -2.631 1.459
*
```

Results
Orbital gap: 0.285 Ha
HOMO level: -0.2766 Eh
SMILES string: CCCN/C(C)=C\O.O.O.O.O.O.O.O.O.O



An isolated ion of composition C5H10NO and charge +1, computed with the ωB97M-V functional and the def2-TZVPD basis.

The geometry in ORCA input format:
```
! RIJCOSX wB97M-V def2-TZVPD def2/J DEFGRID3
* xyz 1 1
N 1.351 -0.657 1.645
C 0.295 0.421 1.733
C -0.597 0.523 0.767
C -1.032 -0.530 -0.206
C -1.031 0.017 -1.641
C 0.306 0.672 -1.912
O 1.319 0.219 -1.429
H 1.254 -1.050 0.705
H 2.242 -0.165 1.716
H 1.280 -1.338 2.399
H 0.689 1.284 2.263
H -1.189 1.435 0.826
H -0.294 -1.336 -0.227
H -2.008 -0.947 0.039
H -1.067 -0.834 -2.336
H -1.868 0.650 -1.914
H 0.350 1.635 -2.428
*
```

Results
Orbital gap: 0.384 Ha
HOMO level: -0.5118 Eh
SMILES string: [NH3+]/C=C\CCC=O



One molecule with the formula C8H11NO3S, computed with the ωB97M-V functional and the def2-TZVPD basis.

The geometry in ORCA input format:
```
! RIJCOSX wB97M-V def2-TZVPD def2/J DEFGRID3
* xyz 0 1
C -0.651 0.551 0.091
C -1.828 -0.430 -0.195
C 1.145 -0.361 -1.134
C 2.633 -0.620 -0.660
C 2.935 0.076 0.614
C -1.016 1.840 0.681
C -2.703 0.164 -1.247
C 2.926 -2.111 -0.769
N 0.532 0.453 -0.327
O 0.847 -0.662 -2.287
O 3.708 0.977 0.804
O -0.711 -1.995 1.511
S -1.851 -1.845 0.615
H 3.220 -0.203 -1.554
H 2.330 -0.323 1.454
H -0.168 2.237 1.300
H -1.933 1.775 1.347
H -1.316 2.590 -0.213
H -3.766 -0.190 -1.242
H -2.160 0.048 -2.167
H -2.930 1.136 -0.909
H 1.983 -2.528 -1.433
H 3.025 -2.595 0.241
H 3.858 -2.277 -1.384
*
```

Results
Orbital gap: 0.330 Ha
HOMO level: -0.3529 Eh



An isolated ion of composition C5H11N4Si and charge -1, computed with the ωB97M-V functional and the def2-TZVPD basis.

The geometry in ORCA input format:
```
! RIJCOSX wB97M-V def2-TZVPD def2/J DEFGRID3
* xyz -1 1
C 3.103 0.411 0.366
C 0.506 -1.915 -0.472
C -1.453 -0.317 1.260
C -0.382 1.187 -0.856
C 1.705 0.637 1.123
N 3.684 -0.790 0.303
N 3.593 1.289 -0.515
N 4.622 -0.583 -0.625
N 4.605 0.627 -1.059
Si 0.214 -0.144 0.286
H -0.169 -1.833 -1.327
H 1.484 -2.219 -0.930
H 0.144 -2.669 0.248
H -1.689 0.677 1.658
H -2.175 -0.385 0.496
H -1.518 -1.115 1.913
H 0.195 1.276 -1.775
H -1.423 1.058 -1.153
H -0.259 2.245 -0.494
H 1.770 0.263 2.168
H 1.612 1.749 1.410
*
```

Results
Orbital gap: 0.298 Ha
HOMO level: -0.1720 Eh



| no. | LUMO energy (eV) |
| --- | --- |
| 1 | -3.188 |
| 2 | 0.714 |
| 3 | 0.239 |
| 4 | -3.475 |
| 5 | -0.615 |
| 6 | 3.417 |